Density functional theory data (the ωB97M-V functional and the def2-TZVPD basis) for a cluster of 10 separate species, C49H125N7O16 in total at a distorted geometry.

CARTESIAN COORDINATES (ANGSTROEM)
C: -1.413 -18.390 23.401
O: -1.110 -19.559 24.182
C: 0.294 -19.844 24.467
C: 0.349 -21.364 24.286
C: -0.311 -22.102 25.434
N: 1.699 -21.796 24.320
H: -0.924 -18.460 22.429
H: -1.154 -17.429 23.844
H: -2.491 -18.233 23.347
H: 0.937 -19.615 23.617
H: 0.718 -19.367 25.351
H: -0.045 -21.786 23.361
H: -1.388 -21.979 25.552
H: 0.102 -21.839 26.408
H: -0.131 -23.175 25.373
H: 2.353 -21.427 23.646
H: 1.723 -22.796 24.176
C: 4.088 -18.610 30.136
O: 3.052 -19.491 29.748
C: 3.359 -20.624 28.964
C: 4.090 -21.785 29.710
N: 3.317 -23.031 29.451
C: 3.703 -24.181 30.262
C: 2.831 -25.419 30.131
O: 2.645 -25.560 28.745
C: 1.615 -26.445 28.478
H: 4.446 -18.076 29.256
H: 4.859 -19.109 30.724
H: 3.566 -18.001 30.874
H: 3.921 -20.402 28.057
H: 2.401 -20.952 28.562
H: 4.166 -21.604 30.782
H: 5.115 -21.754 29.339
H: 3.202 -23.363 28.504
H: 4.007 -24.059 31.301
H: 4.654 -24.363 29.761
H: 1.882 -25.274 30.647
H: 3.352 -26.228 30.643
H: 0.692 -26.105 28.948
H: 1.882 -27.402 28.925
H: 1.380 -26.602 27.425
C: 0.451 -10.520 21.649
O: -0.574 -11.396 22.132
C: -1.932 -10.900 22.185
C: -2.076 -9.869 23.316
N: -2.165 -10.546 24.658
C: -3.528 -11.028 24.810
C: -3.771 -11.782 26.183
O: -2.995 -12.892 25.935
C: -3.451 -14.158 26.454
H: 1.450 -10.952 21.600
H: 0.719 -9.712 22.330
H: 0.213 -10.216 20.629
H: -2.483 -11.834 22.296
H: -2.070 -10.438 21.207
H: -2.978 -9.273 23.183
H: -1.174 -9.259 23.273
H: -1.657 -11.419 24.644
H: -3.820 -11.622 23.944
H: -4.255 -10.225 24.686
H: -4.841 -11.991 26.157
H: -3.396 -11.224 27.041
H: -4.308 -14.517 25.883
H: -3.595 -14.140 27.534
H: -2.759 -14.979 26.268
C: 4.138 -7.128 22.491
O: 3.276 -7.338 23.608
C: 3.866 -7.907 24.751
C: 2.905 -8.778 25.681
N: 3.459 -9.906 26.402
C: 3.759 -10.938 25.525
C: 2.574 -11.956 25.538
O: 2.341 -12.211 26.892
C: 1.735 -13.450 27.140
H: 3.551 -6.401 21.930
H: 4.429 -8.079 22.046
H: 4.986 -6.575 22.894
H: 4.374 -7.155 25.356
H: 4.663 -8.606 24.499
H: 1.876 -8.989 25.391
H: 2.563 -7.994 26.357
H: 2.699 -10.361 26.887
H: 4.729 -11.291 25.875
H: 3.943 -10.592 24.508
H: 3.023 -12.778 24.979
H: 1.733 -11.500 25.016
H: 0.832 -13.555 26.538
H: 1.513 -13.683 28.182
H: 2.330 -14.322 26.867
C: -0.429 -22.387 10.030
O: -0.857 -21.150 10.113
C: -2.127 -20.923 10.539
C: -2.576 -19.425 10.632
N: -1.806 -18.521 11.466
C: -1.730 -18.890 12.897
C: -1.515 -17.617 13.778
O: -2.492 -17.414 14.849
C: -2.285 -18.366 15.874
H: -1.091 -23.120 9.570
H: 0.061 -22.693 10.955
H: 0.496 -22.215 9.480
H: -2.297 -21.451 11.477
H: -2.856 -21.452 9.925
H: -3.622 -19.456 10.937
H: -2.592 -18.817 9.728
H: -0.851 -18.710 11.196
H: -0.988 -19.687 12.842
H: -2.724 -19.262 13.143
H: -1.766 -16.731 13.195
H: -0.469 -17.448 14.030
H: -1.380 -18.113 16.427
H: -2.156 -19.363 15.452
H: -3.074 -18.439 16.623
C: 1.346 -22.488 17.168
O: 2.139 -23.633 17.547
C: 3.071 -23.487 18.658
C: 3.756 -24.909 18.655
N: 4.595 -24.872 17.445
C: 5.181 -26.189 17.257
C: 6.436 -26.271 16.354
O: 5.988 -25.868 15.084
C: 6.310 -26.611 13.989
H: 0.459 -22.397 17.795
H: 0.958 -22.361 16.157
H: 1.897 -21.560 17.316
H: 2.482 -23.189 19.526
H: 3.885 -22.799 18.431
H: 3.025 -25.714 18.573
H: 4.351 -25.148 19.537
H: 4.027 -24.600 16.655
H: 4.423 -26.867 16.866
H: 5.572 -26.426 18.246
H: 6.816 -27.288 16.255
H: 7.371 -25.841 16.715
H: 7.389 -26.756 13.933
H: 6.036 -26.031 13.108
H: 5.807 -27.570 13.862
C: -3.500 -26.554 28.503
O: -3.991 -27.866 28.144
C: -4.803 -28.040 27.079
C: -4.170 -28.025 25.640
N: -3.205 -29.109 25.409
C: -3.750 -30.432 24.963
C: -2.696 -31.525 25.211
O: -2.074 -31.548 26.489
C: -2.992 -32.018 27.461
H: -2.771 -26.269 27.744
H: -2.983 -26.593 29.462
H: -4.228 -25.745 28.463
H: -5.655 -27.360 27.109
H: -5.311 -28.946 27.409
H: -3.644 -27.085 25.475
H: -4.937 -28.232 24.894
H: -2.515 -29.203 26.140
H: -4.193 -30.336 23.972
H: -4.564 -30.661 25.650
H: -1.941 -31.564 24.426
H: -3.207 -32.469 25.021
H: -2.472 -31.872 28.408
H: -3.197 -33.068 27.252
H: -3.923 -31.458 27.551
C: 7.028 -28.329 23.339
C: 8.003 -27.141 23.183
C: 7.450 -25.922 23.827
O: 9.189 -27.489 23.832
H: 6.320 -28.410 22.514
H: 6.499 -28.153 24.276
H: 7.470 -29.326 23.337
H: 8.262 -27.105 22.125
H: 8.222 -25.172 23.655
H: 7.574 -26.030 24.905
H: 6.481 -25.566 23.477
H: 9.846 -26.790 23.813
C: 7.722 -20.130 23.236
C: 7.515 -19.907 21.732
C: 7.606 -21.170 20.812
O: 6.182 -19.270 21.488
H: 8.768 -20.236 23.522
H: 7.194 -21.013 23.595
H: 7.353 -19.297 23.835
H: 8.228 -19.280 21.196
H: 7.260 -20.960 19.799
H: 7.057 -22.079 21.056
H: 8.614 -21.497 20.560
H: 5.915 -19.425 20.579
C: -9.704 -18.833 21.522
C: -8.220 -18.931 21.259
C: -7.637 -17.493 21.069
O: -7.620 -19.654 22.297
H: -10.277 -19.600 21.002
H: -10.123 -17.916 21.109
H: -9.870 -18.961 22.592
H: -8.050 -19.345 20.265
H: -7.815 -16.976 20.127
H: -6.564 -17.470 21.263
H: -8.111 -16.722 21.676
H: -8.287 -19.771 22.978

Multiplicity: 1
Frontier orbital gap (eV): 8.27
Structure (SMILES): COC[C@H](C)N.COCCNCCOC.COCCNCCOC.COCCNCCOC.COCCNCCOC.COCCNCCOC.COCCNCCOC.CC(C)O.CC(C)O.CC(C)O
HOMO level (eV): -8.0701
Charge: 0

Atomic partial charges in e from the Löwdin method, atoms 1 to 6:
1 C -0.101
2 O -0.199
3 C -0.148
4 C -0.471
5 C -0.069
6 N 0.009